No. 1
Molecular formula: C6H6BrO2
Method: DFT, ωB97M-V with the def2-TZVPD basis set

Summary:
relative energy (zero: lowest compared OMol25 entry of this formula, charge and spin) = 223.2 kJ/mol
highest occupied orbital energy = -3.4 eV
LUMO energy = 3.3 eV
charge = -1
frontier orbital gap = 0.2473 Eh
strongest force on any atom = 0.0605 hartree/bohr
SMILES = O=C=C[C@@]1([O-])CC[C@H]1Br

CARTESIAN COORDINATES (ANGSTROEM)
C: -0.397 -2.321 0.779
C: 0.245 -3.128 -0.007
C: 0.164 -0.781 0.954
C: 0.943 -0.114 -0.368
C: -0.187 0.931 -0.532
C: -0.960 0.265 0.649
O: 0.931 -3.664 -0.820
O: 0.864 -0.635 1.991
Br: -2.803 -0.279 -0.016
H: -1.305 -2.677 1.472
H: 1.948 0.162 -0.001
H: 0.947 -0.845 -1.206
H: 0.001 1.984 -0.328
H: -0.526 0.910 -1.590
H: -1.010 0.952 1.459

No. 2
Molecular formula: C6H6Cl2HoO4Sc
Method: DFT, ωB97M-V with the def2-TZVPD basis set

Summary:
highest occupied orbital energy (spin up / spin down) = -22.5 / -22.6 eV
LUMO energy (spin up / spin down) = -16.0 / -16.0 eV
charge = +4
multiplicity = 5
frontier orbital gap (spin up / spin down) = 0.2403 / 0.2412 Eh
strongest force on any atom = 0.1786 hartree/bohr

CARTESIAN COORDINATES (ANGSTROEM)
Sc: 0.125 1.067 -6.860
Ho: 0.025 0.090 0.569
Cl: -0.668 3.106 -6.216
Cl: 2.051 -1.165 0.131
C: -0.952 -1.743 1.537
C: -0.402 1.396 -8.917
C: 0.525 -0.920 -7.877
O: -1.289 -2.507 2.337
O: -0.680 1.564 -10.039
O: 0.779 -1.916 -8.424
C: -1.071 0.727 4.539
C: 0.148 0.277 3.856
C: 1.137 -0.579 4.518
O: 0.288 0.544 2.599
H: -0.983 0.588 5.621
H: -1.934 0.144 4.199
H: -1.285 1.779 4.340
H: 1.039 -1.615 4.174
H: 2.160 -0.261 4.307
H: 0.987 -0.575 5.604

No. 3
Molecular formula: C6H6Cl2O
Method: DFT, ωB97M-V with the def2-TZVPD basis set

Summary:
relative energy (zero: lowest compared OMol25 entry of this formula, charge and spin) = 364.1 kJ/mol
highest occupied orbital energy = -8.5 eV
LUMO energy = 0.6 eV
frontier orbital gap = 0.3325 Eh
strongest force on any atom = 0.0738 hartree/bohr
SMILES = C=C(Cl)Cl.C=CC=C=O

CARTESIAN COORDINATES (ANGSTROEM)
C: 0.820 1.732 0.854
C: 1.416 1.294 2.142
C: 0.488 1.069 -0.227
C: 1.078 0.165 2.799
C: -0.942 -1.680 -2.793
C: -1.964 -1.546 -1.929
O: 0.256 0.581 -1.230
Cl: -1.735 -1.505 -0.205
Cl: -3.579 -1.181 -2.237
H: 1.266 2.659 0.519
H: 1.779 2.187 2.584
H: 0.701 -0.684 2.300
H: 1.461 0.018 3.710
H: -1.162 -1.489 -3.792
H: 0.116 -1.620 -2.495

No. 4
Molecular formula: C6H6ClF
Method: DFT, ωB97M-V with the def2-TZVPD basis set

Summary:
relative energy (zero: lowest compared OMol25 entry of this formula, charge and spin) = 125.3 kJ/mol
highest occupied orbital energy = -9.1 eV
LUMO energy = 1.0 eV
frontier orbital gap = 0.3708 Eh
strongest force on any atom = 0.0519 hartree/bohr
SMILES = F[C@@]1(Cl)[C@@H]2C=C[C@H]1C2

CARTESIAN COORDINATES (ANGSTROEM)
C: 1.051 0.322 -0.520
C: -0.113 -0.703 -0.791
C: 0.127 -1.115 0.710
C: 0.373 0.452 0.905
C: -0.960 1.006 0.422
C: -1.270 0.221 -0.643
H: -0.209 -1.442 -1.580
H: -0.688 -1.601 1.138
H: 1.018 -1.724 0.895
H: 0.955 0.949 1.703
H: -1.494 1.871 0.776
H: -2.217 0.142 -1.140
F: 2.255 -0.163 -0.410
Cl: 1.174 1.786 -1.465

No. 5
Molecular formula: C6H6ClNO
Method: DFT, ωB97M-V with the def2-TZVPD basis set

Summary:
relative energy (zero: lowest compared OMol25 entry of this formula, charge and spin) = 328.6 kJ/mol
highest occupied orbital energy = -8.1 eV
LUMO energy = 0.2 eV
frontier orbital gap = 0.3061 Eh
strongest force on any atom = 0.0713 hartree/bohr
SMILES = C=N/C=C\C=C(\Cl)C=O

CARTESIAN COORDINATES (ANGSTROEM)
C: 1.232 -0.048 1.068
C: -0.038 -0.537 1.299
C: 1.521 0.387 -0.236
C: -1.212 1.213 0.149
C: 0.131 -0.830 -1.784
C: -1.196 -0.194 0.519
N: 1.177 -0.378 -1.308
O: -0.245 1.732 -0.388
Cl: -2.740 -0.984 1.009
H: 1.836 -0.068 1.896
H: -0.200 -1.118 2.180
H: 2.304 1.148 -0.423
H: -2.057 1.747 0.358
H: 0.313 -1.738 -2.367
H: -0.825 -0.332 -1.973

No. 6
Molecular formula: C6H6ClNO
Method: DFT, ωB97M-V with the def2-TZVPD basis set

Summary:
relative energy (zero: lowest compared OMol25 entry of this formula, charge and spin) = 501.2 kJ/mol
highest occupied orbital energy (spin up / spin down) = -8.4 / -8.5 eV
LUMO energy (spin up / spin down) = -1.5 / -1.7 eV
frontier orbital gap (spin up / spin down) = 0.2537 / 0.2498 Eh
strongest force on any atom = 0.1123 hartree/bohr

CARTESIAN COORDINATES (ANGSTROEM)
C: -0.241 1.959 -0.092
C: -1.474 1.308 -0.401
C: 0.907 1.273 -0.111
C: -1.301 0.001 -0.653
C: 1.148 -0.072 -0.382
C: -0.050 -0.778 -0.660
N: 0.099 -2.530 1.462
O: -0.071 -2.037 -0.749
Cl: 1.085 -1.309 1.756
H: -0.105 2.920 0.445
H: -2.317 1.886 -0.671
H: 1.886 1.922 0.092
H: -2.253 -0.568 -0.648
H: 2.130 -0.545 -0.606
H: 0.557 -3.430 1.219